# 1
{"formula": "C2H12O3", "method": "the ωB97M-V functional and the def2-TZVPD basis", "symbols": ["C", "C", "H", "H", "H", "H", "H", "H", "H", "H", "O", "H", "H", "O", "H", "H", "O"], "positions_angstrom": [[0.53908, -4.05918, -1.22695], [-0.45032, -3.00679, -1.68864], [1.37600, -4.10616, -1.90846], [0.12037, -5.04935, -1.10784], [0.93037, -3.87829, -0.24061], [-0.93914, -3.13675, -2.65478], [-1.28388, -2.92416, -0.98491], [0.08306, -2.06209, -1.72888], [-2.63647, 3.43351, 4.54903], [-1.09605, 3.47918, 4.62251], [-1.83399, 2.96355, 4.24063], [2.40367, 5.06967, -2.40396], [3.79527, 4.93527, -2.96432], [3.19645, 5.58591, -2.58495], [-1.22604, 0.16497, 2.03754], [-1.30800, 1.63102, 2.32478], [-1.67036, 0.95969, 1.71981]], "e_above_lowest_kcal_mol": 7.82, "s_squared": 0.750, "e_homo_ev": [1.13, -6.65], "charge": -1, "lumo_energy_ev": [2.88, 2.79], "spin_multiplicity": 2, "fmax_ev_per_a": 0.8, "gap_ev": [1.8, 9.4]}

# 2
{"formula": "C3H3GaLiO3", "method": "the ωB97M-V functional and the def2-TZVPD basis", "symbols": ["C", "C", "O", "O", "H", "H", "O", "C", "Li", "Ga", "H"], "positions_angstrom": [[0.03899, -1.17529, 0.59674], [0.28243, 0.04022, -0.22449], [-0.49815, 1.14172, 0.30045], [-0.64175, -2.14671, 0.30869], [0.01746, -0.13766, -1.27700], [1.35538, 0.28067, -0.17242], [0.33040, 2.43512, -1.30944], [-0.43114, 2.30572, -0.30795], [-0.61894, -3.91600, 1.08763], [-0.51016, 3.87064, -0.94166], [0.67547, -2.69845, 1.93944]], "e_above_lowest_kcal_mol": 92.55, "s_squared": 0.752, "e_homo_ev": [-17.10, -17.10], "charge": 2, "lumo_energy_ev": [-10.19, -10.82], "spin_multiplicity": 2, "fmax_ev_per_a": 12.1, "gap_ev": [6.9, 6.3]}

# 3
{"formula": "C2H6N3", "method": "the ωB97M-V functional and the def2-TZVPD basis", "symbols": ["C", "C", "N", "N", "N", "H", "H", "H", "H", "H", "H"], "positions_angstrom": [[0.79068, -0.12829, 0.27948], [-1.57316, 0.07260, -0.03702], [0.93853, -1.39380, 0.12106], [-0.49281, 0.00359, 0.73645], [1.67569, 0.81755, -0.06798], [-1.46652, -0.07824, -1.13226], [-2.33003, -0.54310, 0.47990], [-1.90068, 1.09092, 0.18742], [0.21253, -2.08377, -0.04964], [2.36842, 0.42049, -0.61854], [1.77735, 1.82205, 0.10113]], "e_above_lowest_kcal_mol": 106.61, "e_homo_ev": [-16.20, -15.80], "charge": 1, "lumo_energy_ev": [-7.08, -7.75], "fmax_ev_per_a": 4.9, "gap_ev": [9.1, 8.0]}

# 4
{"formula": "C10H15I", "method": "the ωB97M-V functional and the def2-TZVPD basis", "symbols": ["C", "C", "C", "C", "C", "C", "C", "C", "C", "I", "C", "H", "H", "H", "H", "H", "H", "H", "H", "H", "H", "H", "H", "H", "H", "H"], "positions_angstrom": [[-1.81464, -0.09914, -1.19715], [-0.75906, 0.53432, -0.22378], [-0.35265, 1.96650, -0.80760], [-1.45040, 0.61878, 1.17380], [0.45213, -0.34887, -0.03376], [0.35177, -1.69412, -0.23003], [1.47359, -2.53235, -0.21461], [2.59226, -2.20527, 0.49507], [2.64504, -0.82960, 1.12957], [4.67106, -0.10641, 1.45442], [1.88066, 0.19344, 0.30109], [-1.50422, -0.28090, -2.21470], [-2.48135, 0.81227, -1.48556], [-2.42874, -0.86327, -0.64856], [-1.21864, 2.48540, -0.54781], [0.52615, 2.18774, -0.19316], [-0.18358, 1.76188, -1.88227], [-0.78160, 1.07948, 1.79280], [-1.81379, -0.42532, 1.59682], [-2.41483, 1.13490, 1.06049], [-0.62530, -2.14015, -0.57909], [1.35185, -3.60035, -0.34911], [3.41510, -2.79208, 0.59400], [2.19740, -0.99069, 2.04399], [1.71348, 1.14675, 0.91497], [2.41497, 0.20385, -0.66714]], "e_above_lowest_kcal_mol": 2.44, "smiles": "CC(C)(C)C1=CC=C[C@@H](I)C1", "e_homo_ev": -8.16, "charge": 0, "lumo_energy_ev": 0.37, "fmax_ev_per_a": 4.1, "gap_ev": 8.5}

# 5
{"formula": "C34H32CsN4PS3", "method": "the ωB97M-V functional and the def2-TZVPD basis", "symbols": ["Cs", "C", "C", "N", "C", "C", "S", "C", "C", "S", "C", "N", "C", "H", "H", "H", "H", "H", "H", "H", "H", "C", "C", "C", "C", "C", "C", "P", "C", "C", "C", "C", "C", "C", "C", "C", "C", "C", "C", "C", "C", "C", "C", "C", "H", "H", "H", "H", "H", "H", "H", "H", "H", "H", "H", "H", "H", "H", "H", "H", "C", "N", "C", "C", "N", "C", "S", "H", "H", "H", "H", "H", "H", "H", "H"], "positions_angstrom": [[0.05097, -0.10222, 0.89048], [3.22064, -2.28312, 2.90786], [2.38096, -1.59691, 3.93940], [1.28455, -0.95712, 3.68688], [0.70209, -0.45889, 4.83678], [1.38875, -0.72660, 5.97581], [2.79802, -1.62189, 5.61643], [-0.58003, 0.27345, 4.75896], [-1.33456, 0.65570, 5.82153], [-2.73885, 1.45683, 5.28023], [-2.24152, 1.23274, 3.64562], [-1.10995, 0.60796, 3.53045], [-3.07683, 1.70929, 2.49635], [2.90937, -1.96334, 1.91415], [3.10136, -3.36538, 2.97030], [4.27845, -2.05637, 3.04398], [1.15061, -0.44234, 6.98885], [-1.14689, 0.49687, 6.87165], [-3.96302, 2.23944, 2.83958], [-3.39910, 0.86125, 1.89064], [-2.50472, 2.37725, 1.85162], [1.60097, 1.71812, -4.67716], [1.09484, 2.52301, -3.66383], [0.14032, 2.01825, -2.79286], [-0.32445, 0.70887, -2.91621], [0.20280, -0.09408, -3.92296], [1.15591, 0.40891, -4.80099], [-1.63712, 0.14876, -1.74949], [-2.98327, 1.34379, -2.32915], [-4.03407, 1.55203, -1.43416], [-5.12603, 2.34979, -1.75630], [-5.18270, 2.97203, -2.99586], [-4.14699, 2.78208, -3.90202], [-3.06469, 1.97411, -3.57279], [-2.32126, -1.35419, -2.56277], [-3.37520, -1.55318, -3.41004], [-3.67730, -2.87906, -3.82006], [-2.95215, -3.95538, -3.37803], [-1.85818, -3.77455, -2.49106], [-1.05324, -4.81259, -1.94606], [-0.03099, -4.49147, -1.09185], [0.25591, -3.13553, -0.75846], [-0.47102, -2.08247, -1.25886], [-1.54393, -2.45491, -2.10963], [2.34069, 2.10977, -5.36466], [1.44449, 3.54218, -3.55139], [-0.25766, 2.65381, -2.00755], [-0.13049, -1.12067, -4.01446], [1.55223, -0.22613, -5.58459], [-3.99503, 1.06354, -0.46507], [-5.93098, 2.48757, -1.04377], [-6.02712, 3.59859, -3.25503], [-4.18646, 3.26128, -4.87305], [-2.26942, 1.83370, -4.29675], [-3.98480, -0.72904, -3.76224], [-4.50883, -3.04124, -4.49655], [-3.21553, -4.95612, -3.70565], [-1.25897, -5.84780, -2.19670], [0.56913, -5.28976, -0.66377], [1.09707, -2.96614, -0.07706], [3.39335, 2.16333, 3.45186], [4.04335, 1.40301, 2.41225], [5.34327, 0.78610, 2.63735], [5.65445, 0.12791, 1.28321], [4.65787, 0.74670, 0.42184], [3.71088, 1.43296, 1.10101], [2.37697, 2.14966, 0.39977], [3.21393, 1.52708, 4.32194], [2.44322, 2.52725, 3.07007], [4.00766, 3.01570, 3.75601], [5.28800, 0.06047, 3.45090], [6.08459, 1.54234, 2.91091], [5.53087, -0.95546, 1.32167], [6.66510, 0.34492, 0.94486], [4.50974, 0.50556, -0.54235]], "e_above_lowest_kcal_mol": 22.59, "e_homo_ev": -6.05, "charge": 0, "lumo_energy_ev": -0.09, "fmax_ev_per_a": 1.7, "gap_ev": 6.0}